DFT (ωB97M-V/def2-TZVPD) results for one molecule with the formula C5H8O.

Positions of all 14 atoms, in Å:
H: -0.37018 -1.68732 1.06644
C: 0.17448 -0.69370 -0.87704
H: -0.30065 1.09914 2.36555
H: 0.59858 1.47992 -1.34525
C: -1.16864 -0.01005 -0.55546
C: 0.34228 -0.97462 0.63239
H: -1.97796 -0.68499 -0.25031
C: -0.11501 0.49841 0.51186
H: 1.36395 -1.15608 0.98162
H: 0.37563 -1.40695 -1.67399
H: 1.91789 0.67266 -0.38913
O: -0.17672 1.48104 1.48940
H: -1.52058 0.71141 -1.30184
C: 0.85692 0.67112 -0.65426

## Properties
**Max |F|**: 0.4 eV Å⁻¹
**LUMO energy**: 0.898 eV
**Relative energy (zero: lowest compared OMol25 entry of this formula, charge and spin)**: 222.8 kJ/mol
**2S+1**: 1
**HOMO**: -10.0 eV
**Net charge**: 0

Atomic partial charges in e from the Löwdin method, atoms 1 to 4: atom 1 (H): 0.11, atom 2 (C): -0.24, atom 3 (H): 0.10, atom 4 (H): 0.11